# 1
{
  "formula": "C23H47HfNO6P2Sb",
  "method": "wB97M-V/def2-TZVPD",
  "lumo_ev": -9.548,
  "e_tot_ha": -2381.16682,
  "de_lowest_kj_mol": 0.0,
  "homo_ev": -17.41,
  "orbital_gap_ev": 7.860,
  "total_charge": 3,
  "elements": ["Hf", "C", "C", "C", "C", "C", "C", "C", "C", "C", "C", "C", "C", "H", "H", "H", "H", "H", "H", "H", "H", "H", "H", "H", "H", "H", "H", "H", "H", "H", "H", "N", "C", "C", "P", "O", "O", "O", "P", "O", "O", "O", "H", "H", "H", "H", "H", "H", "H", "H", "C", "C", "C", "Sb", "C", "C", "C", "C", "C", "C", "H", "H", "H", "H", "H", "H", "H", "H", "H", "H", "H", "H", "H", "H", "H", "H", "H", "H", "H", "H", "H"],
  "positions_angstrom": [[0.373, 0.591, 0.462], [3.037, -1.789, -0.774], [2.733, -0.602, 0.106], [2.920, 0.740, -0.325], [3.466, 1.098, -1.684], [2.712, 1.800, 0.594], [2.868, 3.226, 0.139], [2.479, 1.530, 1.961], [2.581, 2.652, 2.951], [2.228, 0.203, 2.381], [1.930, -0.098, 3.821], [2.335, -0.853, 1.446], [2.128, -2.272, 1.902], [3.431, -1.514, -1.743], [2.157, -2.412, -0.930], [3.784, -2.416, -0.284], [4.375, 1.687, -1.548], [2.780, 1.715, -2.264], [3.724, 0.236, -2.283], [3.916, 3.530, 0.215], [2.281, 3.906, 0.750], [2.578, 3.359, -0.902], [2.841, 2.283, 3.938], [1.651, 3.218, 3.022], [3.364, 3.343, 2.646], [1.574, 0.771, 4.363], [2.841, -0.456, 4.310], [1.176, -0.871, 3.935], [3.052, -2.645, 2.353], [1.879, -2.937, 1.083], [1.353, -2.350, 2.659], [-3.869, 1.703, 2.616], [-2.359, 1.711, 2.754], [-1.998, 2.573, 3.972], [-1.599, 2.402, 1.245], [-2.352, 3.765, 1.145], [-1.719, 1.479, 0.047], [-0.087, 2.460, 1.490], [-1.727, -0.048, 3.026], [-3.042, -0.852, 2.625], [-1.238, -0.220, 4.385], [-0.714, -0.335, 1.863], [-4.220, 2.645, 2.411], [-4.296, 1.400, 3.498], [-4.196, 1.053, 1.895], [-2.376, 3.591, 3.861], [-0.918, 2.617, 4.094], [-2.397, 2.125, 4.883], [-2.218, 4.372, 0.398], [-3.232, -1.605, 3.211], [-0.133, -3.997, -1.343], [-0.119, -2.997, -2.493], [-0.920, -3.467, -3.704], [-0.796, -1.046, -1.838], [-2.957, -1.082, -1.700], [-3.413, -2.327, -0.947], [-3.585, -0.932, -3.081], [-0.214, 0.326, -3.397], [-0.067, 1.713, -2.776], [1.064, -0.183, -4.060], [0.285, -4.947, -1.684], [-1.146, -4.198, -0.994], [0.454, -3.665, -0.487], [0.905, -2.790, -2.812], [-1.955, -3.698, -3.455], [-0.469, -4.386, -4.087], [-0.912, -2.741, -4.518], [-3.163, -0.196, -1.100], [-3.213, -3.241, -1.505], [-4.495, -2.278, -0.801], [-2.946, -2.411, 0.036], [-3.327, -1.756, -3.745], [-3.304, 0.004, -3.564], [-4.674, -0.932, -2.980], [-1.018, 0.365, -4.131], [0.517, 1.720, -1.830], [-1.033, 2.163, -2.550], [0.460, 2.390, -3.454], [1.843, -0.416, -3.330], [1.462, 0.573, -4.741], [0.876, -1.081, -4.647]]
}


# 2
{
  "formula": "C5H5O3PS",
  "method": "wB97M-V/def2-TZVPD",
  "lumo_ev": 5.643,
  "e_tot_ha": -1158.75905,
  "de_lowest_kj_mol": 90.8,
  "homo_ev": 1.02,
  "orbital_gap_ev": 4.623,
  "total_charge": -2,
  "elements": ["C", "C", "C", "C", "C", "O", "O", "O", "P", "S", "H", "H", "H", "H", "H"],
  "positions_angstrom": [[1.206, -0.906, -0.396], [1.738, 0.303, -0.963], [0.297, -0.785, 0.562], [1.369, 1.573, -0.598], [-0.559, 0.314, 0.841], [-2.525, -1.553, 0.897], [-3.216, 0.791, 0.059], [-1.836, -0.707, -1.481], [-2.344, -0.422, -0.096], [-0.030, 1.938, 0.361], [1.740, -1.822, -0.579], [2.699, 0.045, -1.465], [0.097, -1.623, 1.317], [2.079, 2.460, -0.682], [-0.716, 0.394, 2.225]]
}


# 3
{
  "formula": "C18H33BrN6O11S",
  "method": "wB97M-V/def2-TZVPD",
  "lumo_ev": -0.503,
  "e_tot_ha": -4833.51941,
  "homo_ev": -9.08,
  "orbital_gap_ev": 8.576,
  "smiles": "C=CC[C@]1(Br)NC(=O)[C@](C)(OCC)[C@]1(N=C=S)OCCC.C[N+](=O)[O-].C[N+](=O)[O-].C[N+](=O)[O-].C[N+](=O)[O-]",
  "total_charge": 0,
  "elements": ["C", "C", "C", "C", "Br", "N", "C", "O", "C", "C", "O", "C", "C", "C", "N", "C", "S", "O", "C", "C", "C", "H", "H", "H", "H", "H", "H", "H", "H", "H", "H", "H", "H", "H", "H", "H", "H", "H", "H", "H", "H", "H", "C", "N", "O", "O", "H", "H", "H", "C", "N", "O", "O", "H", "H", "H", "C", "N", "O", "O", "H", "H", "H", "C", "N", "O", "O", "H", "H", "H"],
  "positions_angstrom": [[3.812, -2.102, -0.092], [3.315, -1.050, -0.800], [1.789, -0.822, -1.074], [1.101, -0.139, 0.184], [2.332, 1.377, 0.587], [1.297, -1.047, 1.377], [0.028, -0.995, 2.057], [-0.205, -0.902, 3.233], [-1.018, -1.088, 0.835], [-2.401, -0.876, 1.537], [-0.835, -2.159, -0.065], [-1.630, -3.315, 0.232], [-1.243, -4.003, 1.603], [-0.489, 0.192, 0.049], [-0.616, 1.397, 0.909], [-0.878, 2.444, 0.332], [-0.823, 3.910, -0.339], [-0.639, 0.270, -1.339], [-1.990, 0.128, -1.810], [-2.624, 1.456, -2.396], [-3.780, 1.907, -1.411], [4.687, -2.050, 0.589], [3.268, -3.076, -0.163], [4.047, -0.336, -1.243], [1.355, -1.836, -1.257], [1.733, -0.193, -1.989], [1.914, -0.489, 1.979], [-2.581, 0.166, 1.882], [-2.565, -1.539, 2.419], [-3.229, -1.115, 0.816], [-2.731, -3.158, 0.125], [-1.364, -4.074, -0.550], [-1.385, -5.099, 1.537], [-0.132, -3.837, 1.697], [-1.724, -3.528, 2.481], [-1.957, -0.605, -2.660], [-2.711, -0.283, -1.071], [-1.829, 2.225, -2.512], [-3.044, 1.281, -3.419], [-4.707, 1.308, -1.610], [-3.473, 1.615, -0.370], [-3.964, 3.003, -1.409], [1.676, 4.758, -2.530], [1.987, 5.279, -3.888], [2.357, 6.437, -3.974], [1.848, 4.505, -4.818], [1.843, 5.549, -1.805], [0.636, 4.446, -2.530], [2.338, 3.915, -2.342], [-3.262, -7.183, 4.298], [-3.271, -6.507, 2.973], [-3.218, -5.291, 2.960], [-3.328, -7.222, 1.990], [-3.208, -6.426, 5.075], [-4.183, -7.756, 4.379], [-2.391, -7.833, 4.329], [0.816, -0.835, 6.155], [1.163, -0.908, 7.601], [0.271, -1.190, 8.380], [2.320, -0.680, 7.900], [-0.239, -1.059, 6.037], [1.036, 0.174, 5.815], [1.427, -1.567, 5.634], [3.711, 6.335, -6.876], [4.787, 7.012, -7.649], [5.939, 6.792, -7.323], [4.435, 7.742, -8.558], [4.166, 5.723, -6.105], [3.087, 7.108, -6.435], [3.144, 5.721, -7.572]]
}


# 4
{
  "formula": "C16H45Cl6O14P",
  "method": "wB97M-V/def2-TZVPD",
  "lumo_ev": -0.003,
  "e_tot_ha": -4792.36118,
  "de_lowest_kj_mol": 273.4,
  "homo_ev": -10.06,
  "orbital_gap_ev": 10.061,
  "smiles": "COP(=O)(OC)OC.ClCCl.ClCCl.ClCCl.OCCO.OCCO.OCCO.OCCO.OCCO",
  "total_charge": 0,
  "elements": ["C", "O", "P", "O", "O", "C", "O", "C", "H", "H", "H", "H", "H", "H", "H", "H", "H", "Cl", "C", "Cl", "H", "H", "Cl", "C", "Cl", "H", "H", "Cl", "C", "Cl", "H", "H", "O", "C", "C", "O", "H", "H", "H", "H", "H", "H", "O", "C", "C", "O", "H", "H", "H", "H", "H", "H", "O", "C", "C", "O", "H", "H", "H", "H", "H", "H", "O", "C", "C", "O", "H", "H", "H", "H", "H", "H", "O", "C", "C", "O", "H", "H", "H", "H", "H", "H"],
  "positions_angstrom": [[-2.353, 6.723, -1.608], [-3.126, 7.271, -0.512], [-4.648, 7.706, -0.701], [-5.461, 6.647, -1.422], [-5.129, 8.105, 0.787], [-5.108, 7.080, 1.814], [-4.544, 9.208, -1.311], [-5.651, 10.094, -1.391], [-2.475, 5.643, -1.689], [-1.282, 6.755, -1.406], [-2.734, 7.127, -2.546], [-5.094, 6.106, 1.325], [-6.041, 7.041, 2.377], [-4.306, 7.140, 2.549], [-5.735, 10.290, -2.460], [-5.547, 11.085, -0.949], [-6.565, 9.668, -0.977], [-0.964, 1.955, 6.845], [-1.921, 1.413, 8.179], [-0.935, 0.578, 9.383], [-2.298, 2.279, 8.722], [-2.749, 0.776, 7.866], [3.344, -6.211, 4.849], [4.443, -5.335, 3.720], [6.177, -5.813, 4.051], [4.163, -5.658, 2.718], [4.230, -4.271, 3.822], [4.027, -3.697, -5.870], [3.219, -2.231, -6.438], [3.920, -1.652, -7.948], [2.178, -2.534, -6.551], [3.414, -1.501, -5.653], [-1.775, 0.195, -4.386], [-3.032, -0.007, -4.952], [-3.935, 1.262, -4.777], [-4.317, 1.514, -3.389], [-1.932, 0.480, -3.483], [-2.961, -0.329, -5.991], [-3.478, -0.857, -4.436], [-4.908, 1.165, -5.259], [-3.435, 2.158, -5.144], [-4.732, 2.373, -3.280], [11.784, -1.918, 1.130], [10.823, -2.942, 0.893], [10.537, -3.157, -0.582], [9.664, -2.195, -1.017], [11.293, -1.096, 1.060], [11.169, -3.921, 1.227], [9.867, -2.821, 1.401], [9.962, -4.058, -0.793], [11.391, -3.385, -1.220], [10.110, -1.344, -1.004], [1.045, 0.440, 0.123], [2.254, 0.722, 0.843], [3.483, 0.485, 0.028], [3.697, -0.942, -0.189], [0.352, 0.320, 0.776], [2.150, 1.800, 0.970], [2.289, 0.134, 1.761], [4.310, 0.982, 0.536], [3.236, 1.023, -0.888], [4.547, -1.064, -0.618], [-0.141, -4.983, 0.174], [-0.401, -5.826, -0.908], [-1.003, -7.201, -0.553], [-2.364, -7.135, -0.040], [0.251, -4.189, -0.196], [-1.010, -5.183, -1.543], [0.532, -5.992, -1.448], [-0.357, -7.777, 0.110], [-1.038, -7.837, -1.438], [-3.006, -6.815, -0.678], [-4.509, -0.920, 1.855], [-4.589, -2.333, 2.053], [-4.154, -2.644, 3.557], [-5.283, -2.807, 4.385], [-4.486, -0.643, 0.936], [-5.577, -2.676, 1.745], [-3.840, -2.797, 1.411], [-3.485, -1.952, 4.069], [-3.606, -3.587, 3.555], [-5.844, -3.504, 4.037]]
}